1.
The following is a quantum chemistry calculation of 2 unconnected molecules or ions with the total composition C4H5N2OP at a distorted geometry, from the Open Molecules 2025 dataset.

Positions of all 13 atoms, in Å:
C  -1.460  -1.453  0.100
C  -2.581  -0.685  0.056
C  1.221  1.485  0.014
C  2.201  0.390  -0.132
N  -0.319  -0.836  0.103
N  -0.548  0.490  0.074
O  1.232  2.618  0.058
P  -2.119  1.000  -0.074
H  -1.293  -2.573  0.162
H  -3.648  -1.107  0.131
H  2.981  0.652  -0.990
H  1.591  -0.480  -0.213
H  2.741  0.499  0.713

## Properties
E_HOMO = -8.66 eV
Energy relative to the best compared isomer or geometry (same formula, charge and spin) = 1.921 eV
Orbital gap = 9.024 eV
Max |F| = 4.18 eV Å⁻¹

---

2.
The following is a quantum chemistry calculation of 10 unconnected molecules or ions with the total composition C34H56ClN12O at a distorted geometry, from the Open Molecules 2025 dataset.

Positions of all 104 atoms, in Å:
C  -1.236  0.999  2.773
C  0.240  0.245  2.809
C  0.523  -0.405  1.325
Cl  0.570  -2.252  1.449
C  1.861  0.251  0.566
C  3.243  -0.078  1.381
C  3.918  -1.536  1.058
N  3.832  -2.661  1.843
C  1.642  1.872  0.603
C  2.276  2.709  -0.644
C  1.477  4.180  -0.662
C  3.869  3.116  -0.336
N  2.089  2.126  -2.016
O  3.303  1.807  -2.570
C  1.287  0.852  -2.047
C  -0.362  1.086  -2.010
C  1.567  0.184  -3.557
C  1.807  -0.292  -0.978
H  -1.417  1.555  1.733
H  -1.385  1.780  3.642
H  -2.047  0.130  2.821
H  0.121  -0.673  3.560
H  1.106  0.940  3.188
H  -0.401  -0.085  0.645
H  4.036  0.772  1.230
H  2.997  -0.081  2.549
H  4.522  -1.626  0.041
H  4.364  -3.466  1.393
H  0.490  2.105  0.667
H  2.112  2.316  1.605
H  1.668  4.598  -1.763
H  0.313  3.972  -0.550
H  1.911  4.879  0.173
H  4.188  3.857  -1.194
H  3.944  3.749  0.673
H  4.585  2.191  -0.331
H  -0.959  0.145  -1.659
H  -0.601  1.949  -1.224
H  -0.717  1.520  -3.055
H  1.581  0.997  -4.409
H  2.491  -0.535  -3.555
H  0.619  -0.503  -3.780
H  1.127  -1.242  -1.145
H  2.890  -0.615  -1.364
C  -0.395  -5.314  -0.660
C  -0.962  -4.494  -1.807
N  -1.433  -3.814  -2.758
H  -0.894  -5.045  0.274
H  -0.549  -6.380  -0.852
H  0.677  -5.122  -0.559
C  -5.302  -1.721  3.272
C  -4.609  -0.521  3.898
N  -4.035  0.474  4.417
H  -4.779  -2.640  3.550
H  -6.336  -1.779  3.623
H  -5.300  -1.626  2.182
C  6.480  6.626  -1.401
C  5.077  6.703  -0.821
N  3.913  6.767  -0.340
H  7.080  5.910  -0.833
H  6.435  6.303  -2.445
H  6.958  7.608  -1.353
C  1.350  -0.157  -7.806
C  0.496  0.470  -6.716
N  -0.212  0.990  -5.811
H  0.804  -0.976  -8.282
H  1.598  0.593  -8.562
H  2.276  -0.548  -7.376
C  3.441  3.196  -6.612
C  3.310  2.802  -5.149
N  3.202  2.475  -3.936
H  4.463  3.525  -6.819
H  3.205  2.341  -7.251
H  2.750  4.013  -6.841
C  -2.352  4.517  -2.907
C  -2.483  4.122  -1.444
N  -2.591  3.795  -0.231
H  -1.331  4.846  -3.114
H  -2.588  3.661  -3.546
H  -3.043  5.333  -3.136
C  -3.808  -5.976  2.433
C  -4.662  -5.349  3.523
N  -5.370  -4.829  4.428
H  -4.354  -6.796  1.957
H  -3.560  -5.227  1.677
H  -2.883  -6.368  2.863
C  -6.190  5.462  -2.108
C  -5.280  6.645  -2.393
N  -4.525  7.627  -2.629
H  -6.555  5.512  -1.078
H  -7.045  5.476  -2.790
H  -5.640  4.527  -2.245
C  -1.614  -5.711  6.257
C  -1.962  -6.716  5.170
N  -2.251  -7.549  4.269
H  -0.614  -5.917  6.648
H  -1.635  -4.697  5.847
H  -2.338  -5.779  7.074
C  -2.488  -9.102  8.177
C  -1.795  -7.902  8.803
N  -1.221  -6.907  9.322
H  -1.965  -10.021  8.455
H  -3.522  -9.160  8.528
H  -2.486  -9.007  7.088

## Properties
E_HOMO (spin up / spin down) = -6.11 / -8.14 eV
Spin multiplicity = 2
⟨S²⟩ = 0.760
Orbital gap (spin up / spin down) = 6.423 / 8.438 eV
Max |F| = 14.03 eV Å⁻¹

---

3.
The following is a quantum chemistry calculation of a single C23H32N4O3S molecule, from the Open Molecules 2025 dataset.

Positions of all 63 atoms, in Å:
C  0.784  0.173  -4.932
C  -0.316  0.515  -3.981
C  -0.762  1.828  -3.860
C  -1.695  2.170  -2.898
C  -2.192  1.187  -2.065
C  -1.796  -0.130  -2.192
C  -0.863  -0.463  -3.156
H  -0.530  -1.486  -3.251
H  -2.215  -0.865  -1.523
S  -3.169  1.651  -0.649
O  -3.963  2.810  -0.930
O  -3.812  0.487  -0.117
N  -2.009  2.155  0.484
C  -1.113  1.107  0.839
C  -0.055  0.857  -0.011
C  0.786  -0.247  0.115
C  0.515  -1.118  1.167
C  -0.494  -0.846  2.061
C  -1.331  0.289  1.977
N  -2.186  0.588  2.993
C  -2.171  -0.136  4.247
C  -3.275  -1.194  4.280
C  -4.623  -0.495  4.128
C  -4.619  0.377  2.876
C  -3.423  1.335  2.873
H  -3.429  1.919  1.960
H  -3.488  2.017  3.730
H  -5.538  0.960  2.816
H  -4.557  -0.241  1.980
H  -5.427  -1.231  4.070
H  -4.804  0.129  5.008
H  -3.232  -1.751  5.218
H  -3.130  -1.894  3.454
H  -1.188  -0.564  4.436
H  -2.364  0.596  5.041
H  -0.660  -1.567  2.845
H  1.091  -2.020  1.321
C  1.828  -0.414  -0.921
O  2.076  0.457  -1.744
N  2.477  -1.605  -0.936
H  2.287  -2.288  -0.223
C  3.551  -1.891  -1.853
H  3.574  -1.069  -2.570
C  4.927  -2.036  -1.166
N  5.489  -0.869  -0.525
C  4.898  -0.514  0.748
H  5.582  0.162  1.264
H  4.779  -1.409  1.357
H  3.926  -0.009  0.661
C  5.609  0.282  -1.395
H  6.074  -0.025  -2.331
H  6.254  1.015  -0.911
H  4.645  0.763  -1.613
H  5.637  -2.354  -1.937
H  4.870  -2.830  -0.416
H  3.334  -2.822  -2.388
H  0.145  1.538  -0.826
H  -1.540  2.972  0.117
H  -2.039  3.186  -2.774
H  -0.353  2.591  -4.506
H  0.801  0.852  -5.780
H  1.730  0.268  -4.397
H  0.694  -0.850  -5.289

## Properties
E_HOMO = -7.67 eV
Energy relative to the best compared isomer or geometry (same formula, charge and spin) = 0.838 eV
SMILES = Cc1ccc(S(=O)(=O)Nc2cc(C(=O)NCCN(C)C)ccc2N2CCCCC2)cc1
Orbital gap = 8.255 eV
Max |F| = 0.80 eV Å⁻¹

---

4.
The following is a quantum chemistry calculation of a molecular structure, C4H10NiO2 at a distorted geometry, from the Open Molecules 2025 dataset.

Positions of all 17 atoms, in Å:
O  0.938  0.631  -2.447
C  0.648  -0.272  -1.670
C  0.891  0.031  -0.232
O  0.800  1.403  -0.005
C  0.995  1.816  1.336
Ni  0.650  2.734  -1.726
H  0.742  -1.329  -1.981
H  -1.480  -1.622  -0.601
H  1.851  -0.410  0.089
H  0.062  -0.521  0.340
H  0.020  1.928  1.832
H  1.616  1.096  1.887
H  1.504  2.788  1.299
C  -2.129  -1.970  0.269
H  -2.172  -3.065  0.240
H  -1.800  -1.668  1.271
H  -3.136  -1.571  0.099

## Properties
E_HOMO (spin up / spin down) = -5.03 / -6.74 eV
Energy relative to the best compared isomer or geometry (same formula, charge and spin) = 0.000 eV
Spin multiplicity = 3
⟨S²⟩ = 2.008
Orbital gap (spin up / spin down) = 4.865 / 6.578 eV
Max |F| = 4.05 eV Å⁻¹

---

5.
The following is a quantum chemistry calculation of a molecular structure, C31H27FMnN5O5S2 at a distorted geometry, from the Open Molecules 2025 dataset.

Positions of all 72 atoms, in Å:
Mn  1.413  -1.235  -0.590
S  2.795  -5.438  -0.209
C  1.734  -5.085  1.144
C  1.340  -3.803  1.194
C  1.962  -3.003  0.132
C  2.881  -3.750  -0.543
C  3.551  -3.136  -1.681
C  4.512  -3.826  -2.473
C  5.105  -3.106  -3.538
C  4.659  -1.814  -3.841
C  3.531  -1.364  -3.131
N  3.063  -1.982  -2.023
H  1.369  -5.880  1.775
H  0.689  -3.347  1.923
H  4.827  -4.844  -2.263
H  5.878  -3.504  -4.161
H  5.029  -1.276  -4.655
H  2.914  -0.485  -3.440
O  -2.960  -0.537  -4.346
C  -3.025  -1.773  -3.771
O  -3.917  -2.542  -4.080
C  -1.975  -2.234  -2.822
C  -1.846  -3.465  -2.221
N  -0.800  -3.458  -1.342
N  -0.162  -2.186  -1.465
C  -0.867  -1.432  -2.343
C  -0.423  -0.056  -2.556
O  -0.938  0.829  -3.245
O  0.655  0.114  -1.838
H  -2.142  0.011  -3.980
H  -2.542  -4.274  -2.270
H  -0.273  -4.278  -1.001
F  5.405  2.403  2.291
C  4.496  1.518  1.778
C  3.632  2.020  0.753
C  2.677  1.216  0.150
C  2.549  -0.088  0.559
C  3.282  -0.507  1.679
C  4.292  0.233  2.212
H  3.786  3.109  0.610
H  1.984  1.670  -0.625
H  3.019  -1.509  2.074
H  4.845  -0.223  3.031
C  -0.214  1.399  4.273
C  -0.825  2.504  3.403
C  -0.410  2.373  1.982
N  -1.411  2.178  1.012
C  -1.803  0.975  0.619
S  -0.977  -0.441  1.073
N  -2.864  0.819  -0.207
C  -3.636  1.886  -0.707
O  -3.751  2.010  -1.905
C  -4.341  2.724  0.266
C  -4.680  4.027  -0.096
C  -5.117  4.921  0.870
C  -5.242  4.542  2.211
C  -4.880  3.233  2.586
C  -4.506  2.346  1.620
H  -0.755  1.402  5.290
H  0.879  1.495  4.414
H  -0.386  0.408  3.837
H  -0.386  3.480  3.785
H  -1.929  2.643  3.412
H  0.255  1.478  1.811
H  0.225  3.213  1.670
H  -2.004  3.000  0.704
H  -2.794  -0.078  -0.729
H  -4.550  4.298  -1.169
H  -5.305  5.943  0.671
H  -5.414  5.346  2.953
H  -4.769  2.907  3.609
H  -4.413  1.285  1.890

## Properties
E_HOMO (spin up / spin down) = -8.10 / -8.36 eV
Energy relative to the best compared isomer or geometry (same formula, charge and spin) = 0.217 eV
Spin multiplicity = 5
⟨S²⟩ = 6.103
Orbital gap (spin up / spin down) = 7.610 / 7.844 eV
Max |F| = 4.53 eV Å⁻¹